Molecular formula: C3H4N2O2
Method: DFT, wB97M-V/def2-TZVPD

```
11
Properties=species:S:1:pos:R:3
O -0.31 2.10 0.92
O -1.15 0.09 1.56
N 0.57 -0.99 -1.39
N 0.96 0.07 0.71
C 0.10 -0.48 -0.24
C -1.22 -0.15 0.10
C -0.17 0.93 1.18
H 1.48 -0.69 -1.70
H 1.36 -0.53 1.44
H -0.11 -1.21 -2.10
H -1.57 0.85 -0.28
```

Results
E ... -10247.504 eV
E_HOMO ... -8.651 eV
ΔE to the lowest compared entry with this formula, charge and spin ... 459.3 kJ/mol
Kohn-Sham gap ... 9.27 eV

---

Molecular formula: C4H10N2OS
Method: DFT, wB97M-V/def2-TZVPD

```
18
Properties=species:S:1:pos:R:3
S 0.16 -0.81 -0.88
O 1.62 -0.86 -0.83
N -0.49 0.57 -1.03
N -0.36 -1.67 -2.27
C 0.86 1.51 1.04
C -0.60 1.72 1.34
C -0.10 1.77 -0.02
C -0.49 -1.87 0.37
H 0.00 2.70 -0.55
H 0.26 -2.48 -2.37
H -1.50 -2.29 0.19
H -0.23 -1.00 -2.97
H -1.12 0.93 1.76
H 0.36 -2.71 0.59
H -0.80 2.79 1.78
H 1.58 2.38 1.33
H 1.26 0.55 1.19
H -0.42 -1.25 1.33
```

Results
E ... -20169.131 eV
SMILES string ... C[S@](N)(=O)=NC1CC1
E_HOMO ... -8.919 eV
ΔE to the lowest compared entry with this formula, charge and spin ... 462.3 kJ/mol
Kohn-Sham gap ... 9.59 eV

---

Molecular formula: C2HFFeO2
Method: DFT, wB97M-V/def2-TZVPD

```
7
Properties=species:S:1:pos:R:3
Fe -0.56 1.68 0.64
F 0.60 0.14 0.39
O -0.25 -2.53 -1.53
O -1.22 2.60 -0.70
C 0.30 -1.57 -1.21
C 0.97 -0.49 -0.84
H 1.91 -0.16 -1.28
```

Results
E ... -43283.875 eV
E_HOMO (alpha / beta) ... -8.025 / -8.215 eV
ΔE to the lowest compared entry with this formula, charge and spin ... 8.5 kJ/mol
2S+1 ... 5
Kohn-Sham gap (alpha / beta) ... 6.53 / 6.67 eV

---

Molecular formula: C8H10N4O
Method: DFT, wB97M-V/def2-TZVPD

```
23
Properties=species:S:1:pos:R:3
O 1.72 0.06 -1.64
N 2.92 1.35 0.28
N 2.02 -0.36 1.69
N 0.76 -0.46 -0.83
N 0.72 -1.80 -0.63
C -2.27 1.59 -0.07
C 2.51 0.49 1.07
C -0.40 0.11 -0.38
C -2.57 -0.66 0.56
C -3.04 0.61 0.57
C -0.40 -2.10 0.09
C -1.00 1.39 -0.51
C -1.21 -0.95 0.13
H 1.89 -1.10 2.29
H -0.65 -3.09 0.52
H -3.01 -1.60 0.86
H 1.34 -2.48 -1.00
H -2.86 2.57 -0.25
H 3.59 2.05 0.66
H 1.66 -0.27 -2.57
H -3.96 0.96 0.80
H 2.64 1.51 -0.64
H -0.40 2.19 -1.02
```

Results
E ... -16441.954 eV
E_HOMO (alpha / beta) ... -13.428 / -17.212 eV
ΔE to the lowest compared entry with this formula, charge and spin ... 193.3 kJ/mol
2S+1 ... 3
Kohn-Sham gap (alpha / beta) ... 6.00 / 6.39 eV
Net charge ... +2

---

Molecular formula: C19H55B2F7NO14V
Method: DFT, wB97M-V/def2-TZVPD

```
99
Properties=species:S:1:pos:R:3
V 13.50 -4.39 -15.94
F 12.04 -1.44 -13.88
F 11.32 -8.14 -18.86
F 13.18 -6.95 -18.75
F 12.31 -0.36 -15.79
F 12.70 -2.52 -15.67
F 11.65 -6.46 -20.14
F 14.08 -1.07 -14.61
O 15.90 0.60 -19.41
O 6.76 0.29 -13.68
O 16.49 -1.71 -15.57
O 10.86 -6.73 -16.59
O 13.73 -1.53 -19.63
O 14.04 -6.32 -15.29
O 10.30 -4.14 -9.42
O 15.07 -2.72 -11.88
O 12.06 -4.69 -14.27
O 9.37 -0.45 -14.61
O 11.73 -4.70 -17.38
O 12.17 2.93 -18.55
O 14.86 -3.81 -14.29
O 14.87 -0.90 -9.36
N 9.96 -3.20 -13.00
C 15.05 -1.29 -11.82
C 11.11 -5.94 -17.81
C 10.31 -3.06 -11.62
C 13.36 -6.80 -14.15
C 11.13 2.10 -18.03
C 12.42 -5.79 -13.46
C 9.76 -4.19 -10.75
C 16.31 -4.02 -14.58
C 17.10 -2.70 -14.73
C 9.83 -5.28 -8.65
C 14.49 0.82 -19.25
C 8.86 0.83 -14.54
C 11.82 -6.87 -18.88
C 9.91 -1.66 -11.17
C 9.49 -7.96 -15.29
C 9.62 -6.58 -15.85
C 15.71 -0.90 -10.51
C 7.39 0.92 -14.80
C 13.73 -0.43 -18.66
B 12.82 -1.33 -15.00
B 14.90 -3.93 -17.77
H 11.35 -4.25 -13.79
H 15.54 -0.87 -12.71
H 6.92 -0.66 -13.74
H 14.41 -7.08 -15.74
H 14.20 -3.63 -18.53
H 10.19 -5.64 -18.31
H 10.42 2.68 -17.43
H 17.17 -2.25 -13.74
H 9.00 -2.91 -13.16
H 14.03 -7.29 -13.46
H 8.75 -5.25 -8.59
H 14.79 -3.28 -16.92
H 14.95 -3.31 -13.48
H 12.90 -1.52 -20.12
H 7.05 1.95 -14.92
H 14.27 -0.79 -17.78
H 14.00 -1.02 -11.79
H 16.32 -4.56 -15.53
H 10.58 1.53 -18.77
H 9.77 -5.81 -15.08
H 14.36 1.64 -18.55
H 8.83 -1.56 -11.33
H 9.19 1.22 -13.58
H 10.48 -2.49 -13.49
H 14.17 -0.28 -9.54
H 7.03 0.32 -15.64
H 18.08 -2.90 -15.17
H 14.01 1.15 -20.17
H 9.72 -8.79 -15.96
H 10.18 -6.22 -9.08
H 10.28 -0.87 -11.82
H 10.04 -5.13 -11.23
H 9.25 1.44 -15.36
H 8.67 -4.29 -10.77
H 11.55 -6.35 -13.12
H 16.02 0.13 -10.70
H 12.75 -0.13 -18.30
H 8.70 -6.39 -16.40
H 16.53 -1.58 -10.30
H 11.39 -3.17 -11.55
H 12.77 -5.36 -12.52
H 10.32 -0.37 -14.47
H 16.25 1.40 -19.82
H 11.85 3.29 -19.38
H 14.63 -4.94 -17.48
H 10.16 -1.48 -10.13
H 10.27 -7.95 -14.54
H 15.92 -3.97 -18.13
H 15.63 -1.44 -15.24
H 14.58 -3.01 -11.11
H 16.79 -4.63 -13.82
H 10.28 -5.18 -7.67
H 8.54 -8.11 -14.77
H 12.74 -7.62 -14.51
H 11.56 1.39 -17.32
```

Results
E ... -96815.077 eV
E_HOMO (alpha / beta) ... -3.374 / -4.910 eV
2S+1 ... 4
Kohn-Sham gap (alpha / beta) ... 5.37 / 6.90 eV
Net charge ... -1

---

Molecular formula: C3H3BrCl2
Method: DFT, wB97M-V/def2-TZVPD

```
9
Properties=species:S:1:pos:R:3
Br -2.90 0.38 0.46
Cl -1.85 -2.16 -0.74
Cl 0.54 -2.28 0.92
C 0.41 -0.57 0.74
C -0.15 -0.08 -0.56
C -1.60 -0.49 -0.55
H -0.23 1.05 -0.68
H -0.18 -0.19 1.60
H 0.55 -0.50 -1.33
```

Results
E ... -98243.476 eV
E_HOMO (alpha / beta) ... -8.731 / -8.305 eV
ΔE to the lowest compared entry with this formula, charge and spin ... 238.4 kJ/mol
Kohn-Sham gap (alpha / beta) ... 8.28 / 7.84 eV

---

So what do the calculations give for max |F|? Going down the list: 2.102, 4.933, 4.455, 5.346, 4.637, 2.430 eV/Å.